No. 1
{"formula": "C2HClF4", "method": "ωB97M-V/def2-TZVPD", "species": ["C", "C", "F", "F", "F", "F", "Cl", "H"], "positions_angstrom": [[-0.85368, -0.34330, -0.37595], [0.83745, 0.40911, 0.20793], [-1.68965, 0.65346, -0.71686], [0.67945, 0.71629, 1.44406], [1.22643, 1.51114, -0.46074], [1.77092, -0.56577, 0.15905], [-1.37829, -1.23071, 1.01208], [-0.59263, -1.15022, -1.26958]], "atomic_forces_ev_per_a": [[4.3, -0.5, -1.3], [-2.5, -1.7, -2.1], [0.4, -0.6, 0.0], [-0.3, 0.7, 1.7], [-0.2, -1.1, 0.0], [-0.4, 0.7, -0.6], [-0.4, -0.1, 0.1], [-0.9, 2.5, 2.1]], "charge": 0, "relative_energy_kj_mol": 152.85, "e_tot_ev": -25481.2857, "lumo_energy_ev": 0.8, "spin_multiplicity": 1}

=====

No. 2
{"formula": "C3H3ClNO2", "method": "ωB97M-V/def2-TZVPD", "species": ["C", "C", "C", "N", "O", "O", "Cl", "H", "H", "H"], "positions_angstrom": [[0.28664, 0.03382, 0.18304], [-1.59508, -2.00392, 0.94433], [-0.93833, 0.09747, 0.87817], [0.51607, 0.30597, -1.05882], [-0.58175, -2.63612, 0.90246], [-2.77574, -2.00400, 0.97904], [-0.68136, 0.24790, 2.66773], [0.96833, -0.62003, 0.72328], [-1.84778, 0.56336, 0.69553], [1.48077, 0.10742, -1.39738]], "atomic_forces_ev_per_a": [[0.4, -1.1, -1.2], [1.4, 0.2, -0.6], [0.4, -1.8, 1.5], [0.3, 1.0, -0.5], [-0.1, 0.0, 0.2], [-0.9, 0.3, 0.2], [0.1, 0.1, 0.1], [0.6, 0.4, 0.4], [-1.1, 1.1, -1.0], [-1.0, -0.3, 0.8]], "charge": -1, "relative_energy_kj_mol": 75.89, "e_tot_ev": -21267.5364, "lumo_energy_ev": 3.8, "spin_multiplicity": 1}

=====

No. 3
{"formula": "C18H20N2O3S", "method": "ωB97M-V/def2-TZVPD", "species": ["O", "O", "N", "O", "C", "C", "C", "C", "C", "C", "C", "C", "C", "C", "C", "C", "C", "N", "C", "C", "C", "C", "C", "S", "H", "H", "H", "H", "H", "H", "H", "H", "H", "H", "H", "H", "H", "H", "H", "H", "H", "H", "H", "H"], "positions_angstrom": [[-0.07385, 5.91137, -1.16855], [0.07288, 6.42346, 1.20084], [0.47087, 0.63308, -1.31637], [1.14251, -0.12235, 0.75959], [0.97126, -0.31941, -0.59336], [-1.67858, -4.94470, 1.21219], [-0.34478, -5.29497, 1.41235], [-1.97754, -3.83817, 0.42590], [0.88903, 2.07422, 1.94439], [0.70067, -4.60103, 0.80857], [-0.94514, -3.08513, -0.15380], [0.43725, 3.39809, 1.75522], [0.01758, 2.94932, -0.59473], [0.42187, 1.64214, -0.38929], [0.82678, 1.17676, 0.85949], [0.40754, -3.47090, 0.02178], [-0.02891, 3.82869, 0.51350], [1.19981, -1.44508, -1.33659], [2.89459, -2.72349, 0.03938], [1.69480, -3.55290, -2.06979], [-3.11350, 4.95681, -0.71732], [1.55292, -2.79010, -0.79232], [-2.31157, 5.58536, 0.37708], [-0.47667, 5.54444, 0.18248], [-2.44745, -5.52451, 1.69858], [-0.14658, -6.19805, 2.00618], [-2.99194, -3.62357, 0.18038], [1.34477, 1.76034, 2.88646], [1.71012, -4.95565, 0.96045], [-1.18651, -2.25511, -0.81735], [0.49010, 4.11379, 2.56618], [-0.31263, 3.25920, -1.55859], [0.96588, -1.37433, -2.31258], [3.65334, -2.14577, -0.52919], [2.70973, -2.23203, 1.00509], [3.30885, -3.68928, 0.20405], [0.75199, -3.69413, -2.56634], [2.15320, -4.51042, -1.91274], [2.36901, -3.05564, -2.77646], [-4.19908, 5.12276, -0.57820], [-2.95636, 3.88403, -0.82735], [-2.91519, 5.40804, -1.71652], [-2.55242, 5.10803, 1.31616], [-2.49869, 6.66678, 0.39112]], "atomic_forces_ev_per_a": [[-0.9, -1.0, 0.6], [-0.6, -1.0, 0.2], [0.5, 0.7, 1.3], [0.7, -1.5, -1.5], [-1.0, -1.5, -3.0], [0.6, 0.4, 0.0], [-0.1, -0.6, 0.1], [1.0, -0.1, -0.2], [0.1, -0.6, -0.3], [-0.8, 0.5, -0.1], [0.6, -0.7, 0.1], [0.2, -0.4, 0.1], [-0.4, 0.6, 1.3], [-0.7, 1.2, 0.0], [-0.6, 3.5, 1.2], [-0.2, 0.3, -0.2], [0.5, -0.6, -1.1], [0.9, -1.4, 3.4], [-0.9, 1.4, -0.9], [1.2, -0.7, -0.8], [-0.6, 0.0, -1.8], [-0.1, 0.9, 0.4], [0.8, 0.5, -0.5], [0.4, 1.1, -0.1], [-0.2, 0.0, -0.1], [0.1, 0.5, -0.2], [-0.6, 0.4, 0.0], [-0.4, 0.2, -0.2], [0.1, 0.1, -0.1], [0.1, -0.1, 0.2], [0.1, -0.1, 0.0], [0.0, 0.3, -0.6], [-0.1, 0.3, 0.2], [-0.5, -0.2, 0.3], [0.1, -0.2, -0.3], [0.2, -0.9, 0.2], [-0.5, -0.1, -0.1], [0.0, -0.7, 0.2], [0.0, 0.2, 0.2], [0.5, -0.1, 0.3], [0.1, 0.0, 0.2], [0.2, -0.2, 0.7], [0.2, 0.2, 0.5], [0.1, -0.2, 0.4]], "charge": 0, "relative_energy_kj_mol": 249.60, "e_tot_ev": -38947.6143, "lumo_energy_ev": 0.5, "spin_multiplicity": 1}

=====

Going through the records in order, we get HOMO level values of -11.0; -3.2; -8.3 eV.